The following is a DFT calculation (the ωB97M-V functional and the def2-TZVPD basis) of a 2-piece molecular cluster, C5H10O2 overall at a distorted geometry.

Summary:
ΔE to the lowest compared entry with this formula, charge and spin = 59.8 kcal per mole
HOMO-LUMO gap = 0.3797 Ha
Largest force on an atom = 1.384 eV/Å
Total energy = -346.9301 a.u.
Molecular weight = 102.13 g/mol
SMILES string = C=CC=O.CCO
2S+1 = 1
E_LUMO = 0.400 eV

Atoms and positions in Å:
C1 2.601 -0.616 0.464
C2 1.377 -0.918 -0.309
O1 0.642 0.190 -0.774
C3 -1.946 0.594 0.448
C4 -1.971 1.831 0.028
C5 -2.010 -0.483 -0.488
O2 -2.083 -1.605 -0.078
H1 2.281 -0.044 1.325
H2 3.185 -1.485 0.769
H3 3.233 0.018 -0.141
H4 1.702 -1.506 -1.157
H5 0.754 -1.560 0.302
H6 -1.972 0.312 1.480
H7 -2.072 2.629 0.728
H8 0.340 0.774 -0.033
H9 -2.044 2.064 -1.020
H10 -2.015 -0.195 -1.545

Atoms 1-3, force components in eV/Å:
C 0.5 1.1 0.4
C -0.3 -1.3 -0.1
O -0.1 1.0 0.4